1.
Density functional theory data (ωB97M-V/def2-TZVPD) for a cluster of 3 separate species, C23H53FN2O8P in total.

Output
2S+1	1
charge	-1
E_tot	-56074.404	eV

Element x y z (Å)
1 P 2.6794 7.0374 0.2421
2 F 4.8451 3.1722 -2.9195
3 O 3.3630 3.3040 -4.5310
4 O 0.6861 4.7775 -1.2238
5 O -2.8946 -3.7316 1.0537
6 O 1.4918 6.9101 -1.0875
7 O 0.0630 -5.4120 3.7200
8 O 3.7919 6.1867 -0.9339
9 O 4.6127 -5.1951 3.0585
10 O -2.4125 0.4567 -0.7198
11 N -4.5597 -1.3502 0.6389
12 N 2.7512 -5.7892 5.2575
13 C 3.9160 3.8612 -3.6391
14 C 4.8503 -6.1656 4.0676
15 C -1.5859 -0.6719 -0.5247
16 C -1.2217 4.2294 -3.1876
17 C -4.2745 -3.7729 0.7214
18 C 1.5902 5.7521 -1.7653
19 C -0.6500 3.0733 -2.3533
20 C -0.4186 1.7803 -3.1498
21 C 3.5485 -6.7716 4.5424
22 C -3.7069 0.1850 -1.2188
23 C -2.7321 5.1765 -4.9348
24 C -2.6226 -3.5651 2.4302
25 C 0.4344 -6.5408 4.4875
26 C 1.4095 -6.2265 5.6166
27 C 3.0942 5.2858 -1.7055
28 C -3.4803 3.1519 -3.6276
29 C -4.7334 -0.1272 -0.1363
30 C 3.7369 5.2414 -3.1254
31 C -2.2798 3.8922 -4.2408
32 C 0.7163 3.4976 -1.8017
33 C -4.6515 -2.5802 -0.1291
34 C 0.9190 -5.1076 2.6326
35 C 4.9661 -3.8741 3.4147
36 H 0.9595 -5.4457 6.2343
37 H 3.0382 -7.1907 3.6630
38 H -3.6595 -1.3204 1.1012
39 H 1.7156 -4.4119 2.9099
40 H 0.8113 -7.3318 3.8272
41 H 3.7177 7.1019 1.2499
42 H -4.4279 3.5896 -3.9491
43 H 4.8200 -3.2543 2.5325
44 H -1.2242 1.0543 -3.0472
45 H -0.4869 -6.9136 4.9430
46 H 3.1294 5.7733 -3.8570
47 H 1.0203 2.7831 -1.0260
48 H 1.7230 7.6901 1.0917
49 H -3.3244 5.7905 -4.2510
50 H -1.5459 -3.6324 2.5581
51 H 2.2802 5.7288 0.6985
52 H 1.2814 5.9330 -2.8099
53 H 5.4779 -6.9531 3.6405
54 H 5.3872 -5.7160 4.9088
55 H -1.7908 -1.4507 -1.2663
56 H 1.4414 3.4333 -2.6212
57 H -1.6935 -1.1050 0.4747
58 H -3.4992 2.0970 -3.9063
59 H 3.1329 4.2683 -1.2849
60 H -0.2308 2.0022 -4.2005
61 H -5.6826 -2.7036 -0.4768
62 H -4.0349 1.0908 -1.7294
63 H -2.9651 -2.5942 2.8053
64 H 1.4976 -7.1190 6.2464
65 H -4.8826 -3.7961 1.6314
66 H -3.4403 3.1994 -2.5385
67 H -5.7231 -0.1571 -0.6058
68 H 0.3151 -4.6403 1.8548
69 H -1.2917 2.8557 -1.4967
70 H -0.3831 4.7187 -3.6946
71 H -3.3516 4.9559 -5.8073
72 H 4.7055 5.7319 -3.0390
73 H 2.6896 -4.9463 4.7004
74 H 6.0157 -3.8109 3.7195
75 H -1.8312 3.2572 -5.0089
76 H 0.4865 1.2893 -2.7772
77 H 1.3759 -6.0121 2.2210
78 H -4.7393 0.7110 0.5642
79 H -4.0024 -2.5885 -1.0167
80 H -0.5540 -0.3400 -0.6406
81 H 4.3468 -3.4833 4.2295
82 H -3.6532 -0.6084 -1.9763
83 H -4.4620 -4.6920 0.1581
84 H -1.8770 5.7722 -5.2582
85 H 3.7717 -7.6034 5.2187
86 H -1.6515 4.9787 -2.5170
87 H 3.1140 8.2799 -0.3377
88 H -3.0876 -4.3548 3.0290

2.
Density functional theory data (ωB97M-V/def2-TZVPD) for a cluster of 3 separate species, C23H54BN2O5S in total at a distorted geometry.

Output
2S+1	1
charge	-1
E_tot	-49456.615	eV

Element x y z (Å)
1 S -2.7314 -2.9511 -2.1253
2 O 3.0610 -0.5901 -1.6804
3 O -5.3488 0.9211 0.5796
4 O -3.9234 -0.7682 -0.0432
5 O -6.3627 0.5520 -2.5121
6 O 1.2643 0.7878 -1.6353
7 N 1.0319 7.1437 0.8336
8 N 2.0982 -6.3890 0.2820
9 C 2.4505 2.2624 -0.0465
10 C 1.8614 -0.4354 -1.8441
11 C -1.8070 -4.0656 0.4560
12 C 0.9194 -1.5405 -2.2135
13 C 1.3615 7.8547 2.0545
14 C -0.7901 6.2928 -0.6337
15 C 0.3986 -2.2144 -0.9202
16 C 1.9777 7.2867 -0.2588
17 C 4.2759 -7.7350 0.3134
18 C -6.6159 1.4773 -1.4598
19 C 1.5438 -7.9968 2.2001
20 C 3.3568 -4.2495 0.2933
21 C -0.8889 -1.5925 -0.3479
22 C 1.1103 -7.2111 0.9538
23 C 2.5677 -5.2773 1.0880
24 C -0.3687 7.2510 0.4695
25 C 1.3399 1.2229 -0.2722
26 C -5.2166 -0.4572 0.3650
27 C -3.4147 -1.9903 0.5314
28 C 1.9456 8.5906 -1.0693
29 C 3.1176 -7.0957 -0.4674
30 C -5.3718 1.6778 -0.6147
31 C 1.2270 9.3840 2.0686
32 B -2.1543 -2.6210 -0.2784
33 H -2.1397 -4.0039 1.5008
34 H 3.6045 -3.4016 0.9329
35 H -2.3717 -4.2227 -2.3397
36 H -0.2977 6.5112 -1.5820
37 H 2.9839 7.1372 0.1402
38 H 3.1697 -5.6042 1.9534
39 H -0.5716 5.2600 -0.3612
40 H 2.9164 2.5162 -0.9920
41 H 0.7212 7.4506 2.8449
42 H 0.2827 -6.5530 1.2337
43 H 0.6591 -8.3586 2.7288
44 H 0.2803 9.7167 1.6421
45 H 2.6210 -7.8629 -1.0674
46 H -1.8644 6.3791 -0.7989
47 H 3.9903 -8.6780 0.7785
48 H 4.2961 -4.6465 -0.0958
49 H 0.2730 -3.2731 -1.1370
50 H 2.3820 7.5864 2.3409
51 H -5.9180 -0.8163 -0.3992
52 H -5.4589 -0.9396 1.3137
53 H 1.5082 -2.2610 -2.7775
54 H -6.8974 2.4423 -1.8911
55 H -4.4789 1.4775 -1.2066
56 H 5.1053 -7.9504 -0.3647
57 H 0.6914 -7.9085 0.2229
58 H 1.1935 -2.1365 -0.1743
59 H 2.1458 -8.8697 1.9471
60 H -1.1688 -0.7671 -1.0093
61 H 2.0378 9.8709 1.5284
62 H 1.6854 -4.7788 1.4984
63 H 1.5111 0.3736 0.3851
64 H 3.1807 1.8977 0.6679
65 H 0.3674 1.6345 -0.0236
66 H -2.3677 -4.8789 -0.0007
67 H 2.7621 -3.8793 -0.5412
68 H -0.9562 7.0192 1.3619
69 H -4.1977 -2.7543 0.5711
70 H -5.3455 2.7198 -0.2997
71 H -7.4461 1.1431 -0.8344
72 H 1.8298 6.4535 -0.9492
73 H 2.4642 8.4467 -2.0195
74 H 4.6582 -7.0742 1.0926
75 H 3.5410 -6.4005 -1.1959
76 H -6.9827 0.7120 -3.2192
77 H 0.9274 8.9056 -1.3014
78 H 0.0914 -1.1907 -2.8210
79 H -3.0848 -1.7577 1.5538
80 H -0.6710 -1.1242 0.6182
81 H 2.4457 9.4102 -0.5551
82 H 2.1097 -7.3787 2.8979
83 H 1.2652 9.7449 3.0987
84 H 1.9944 3.1613 0.3673
85 H -0.6489 8.2757 0.1740
86 H -0.7425 -4.2990 0.4963

3.
Density functional theory data (ωB97M-V/def2-TZVPD) for a cluster of 6 separate species, C23H54INO7 in total.

Output
2S+1	1
SMILES string	CCCCO[C@H]1C[C@@H](I)C(=O)N1.CC(C)O.CC(C)O.CC(C)O.CC(C)O.CC(C)O
E_tot	-48650.221	eV

Element x y z (Å)
1 I -1.7169 -0.1028 -6.7083
2 O 0.5323 -4.6981 -5.0696
3 O -1.1738 -0.1398 2.5298
4 O 0.8566 0.2528 -1.7532
5 O -2.7704 -3.0780 -5.4442
6 O -2.1325 -1.0675 -1.3543
7 O 1.9267 4.8466 -0.8352
8 O 1.0840 -2.9726 5.4164
9 N -2.3018 -2.3125 -3.3184
10 C 0.8559 5.4014 -0.0717
11 C -2.1019 0.2120 -0.7171
12 C -0.3212 0.0940 4.7871
13 C -3.5429 1.7564 0.6557
14 C 1.8949 -3.5705 -3.4116
15 C 2.7397 1.7697 -1.9887
16 C -3.4629 0.8864 -0.5951
17 C 3.4861 -2.7167 5.6240
18 C -4.8175 2.6060 0.7179
19 C 0.8922 6.9200 -0.1100
20 C 1.9912 -2.7621 7.6553
21 C 1.8416 0.4480 -3.9539
22 C -2.6035 -2.1788 -4.6550
23 C -2.0719 -0.0784 -3.6624
24 C 0.1346 -5.2346 -2.7330
25 C -2.6426 -1.0582 -2.6366
26 C 1.2220 0.0999 2.8029
27 C 2.1212 -2.3678 6.1937
28 C 0.8732 4.8639 1.3502
29 C 1.5204 1.1521 -2.6465
30 C -0.1571 0.4714 3.3259
31 C 1.1502 -4.8417 -3.7947
32 C -2.6957 -0.6741 -4.9269
33 H -0.3874 -6.1463 -3.0223
34 H 3.4783 0.9958 -1.7562
35 H 0.8686 7.2772 -1.1390
36 H -5.5715 2.1432 1.3549
37 H -4.6244 3.5991 1.1220
38 H -1.0775 -1.0955 2.6128
39 H 1.4582 -0.4737 -1.5583
40 H 0.9245 0.0354 -4.3711
41 H -1.6898 0.0285 0.2722
42 H 1.1862 -2.7415 -3.3130
43 H 0.0262 5.2414 1.9247
44 H 2.7569 5.1285 -0.4370
45 H 2.1154 -3.8431 7.7665
46 H 2.5445 -0.3732 -3.7863
47 H -3.6950 1.4897 -1.4782
48 H 1.1924 -3.9273 5.4799
49 H 1.3748 -0.9795 2.8948
50 H 1.3225 0.3749 1.7524
51 H -0.6015 -4.4355 -2.6178
52 H 0.0455 7.3481 0.4282
53 H 2.4151 -3.6891 -2.4589
54 H -2.2417 0.9765 -3.4723
55 H -0.2023 -0.9859 4.9028
56 H -5.2636 2.7306 -0.2699
57 H -1.0054 -0.2929 -3.7103
58 H 2.2794 1.1300 -4.6836
59 H -0.3181 1.5441 3.1958
60 H -2.5764 -3.1844 -2.8867
61 H -3.7424 -0.9634 -2.6348
62 H 1.8650 -5.6567 -3.9288
63 H 4.2840 -2.2242 6.1814
64 H -0.0451 5.0483 -0.5781
65 H 2.0060 0.6021 3.3729
66 H -3.4922 1.0978 1.5236
67 H 2.4534 2.2707 -1.0658
68 H 2.6232 -3.3093 -4.1794
69 H -4.2335 0.1103 -0.5389
70 H 3.6522 -3.7964 5.6774
71 H 0.7813 1.9362 -2.8318
72 H 1.0071 -2.4920 8.0374
73 H 3.2082 2.5056 -2.6431
74 H 0.6134 -5.3943 -1.7655
75 H 0.8352 3.7742 1.3467
76 H 2.7500 -2.2705 8.2655
77 H -1.3095 0.3712 5.1544
78 H 3.5526 -2.4138 4.5791
79 H -3.7436 -0.3923 -5.0182
80 H -0.1053 -3.9764 -5.0060
81 H 1.8104 7.2864 0.3583
82 H -2.6574 2.3950 0.7151
83 H -1.3910 0.8494 -1.2519
84 H 1.7913 5.1732 1.8585
85 H 1.9501 -1.2946 6.0922
86 H 0.4295 0.5910 5.4048

4.
Density functional theory data (ωB97M-V/def2-TZVPD) for a cluster of 6 separate species, C23H54N2O9S3 in total at a distorted geometry.

Output
2S+1	1
SMILES string	O=S1(=O)CCCC1.O=S1(=O)CCCC1.O=S1(=O)CCCC1.COC[C@H](C)N.COC[C@H](C)N.CC(C)O
E_tot	-78638.412	eV
ΔE to the lowest compared entry with this formula, charge and spin	0.0	kcal per mole

Element x y z (Å)
1 S -1.7277 0.6905 2.9281
2 S 1.3028 5.8954 -0.3783
3 S 2.5030 -0.1748 2.0937
4 O 1.5302 6.5961 -1.6063
5 O -2.1483 -0.5621 3.5136
6 O 3.8476 -4.4405 -0.3779
7 O 1.5838 0.5928 1.2908
8 O -0.4717 1.2493 3.3627
9 O 3.6233 -0.8319 1.4905
10 O -3.7523 -0.7958 -3.6761
11 O 0.6460 1.1327 -1.2506
12 O 0.1933 6.2654 0.4624
13 N 0.3102 -4.9325 0.3950
14 N -6.2805 0.9231 -1.6744
15 C 1.9861 -1.2259 4.5184
16 C 0.7921 -0.0324 -2.0662
17 C 2.8249 5.8852 0.5612
18 C -4.3992 0.3077 -3.0788
19 C -2.5514 -0.4289 -4.3031
20 C -3.1538 1.3367 0.7756
21 C 1.5708 -1.3667 3.0396
22 C 0.1914 -1.2470 -1.3560
23 C 2.6092 -4.2619 0.2547
24 C 3.1476 -0.2212 4.6295
25 C -4.0184 1.5153 2.0346
26 C -3.0667 1.8643 3.1474
27 C 4.5904 -3.2365 -0.4209
28 C -6.5156 -1.0405 -3.2293
29 C 1.6226 -5.3281 -0.1703
30 C 3.0603 0.7845 3.4884
31 C 1.3136 4.1232 -0.7634
32 C 2.5584 3.5823 -0.0656
33 C 2.2465 -0.2203 -2.4249
34 C 3.5812 4.7064 -0.0445
35 C -5.6168 -0.2124 -2.3286
36 C 1.4837 -5.4435 -1.6718
37 C -1.8483 0.6526 1.1498
38 H 4.0821 -0.7714 4.4805
39 H -4.6143 0.6262 2.2470
40 H 1.8861 -6.2920 0.2827
41 H 1.6535 -2.3600 2.6042
42 H 2.2842 -2.1755 4.9539
43 H 0.5586 -2.1646 -1.8218
44 H 3.1849 0.2528 5.6065
45 H -1.9463 -1.3129 -4.4968
46 H -1.9753 0.2424 -3.6510
47 H -5.1955 -0.8354 -1.5321
48 H -6.7011 -0.5017 -4.1643
49 H -3.3909 1.8280 4.1818
50 H -0.8951 -1.2419 -1.4353
51 H 0.5180 -1.2703 -0.3155
52 H 1.1133 -4.4910 -2.0602
53 H 0.3953 3.6875 -0.3815
54 H 2.9517 2.6861 -0.5427
55 H -6.9047 0.5605 -0.9645
56 H -2.9603 2.3149 0.3302
57 H 2.4588 -5.5948 -2.1326
58 H -6.8512 1.4168 -2.3524
59 H 4.5154 4.4767 0.4638
60 H 3.8397 4.9988 -1.0695
61 H -6.0885 -2.0133 -3.4591
62 H 0.7979 -6.2440 -1.9426
63 H 2.1698 -3.2895 -0.0202
64 H 2.2683 3.3256 0.9564
65 H 4.0308 -2.4749 -0.9735
66 H 2.3965 -1.1229 -3.0309
67 H 2.7067 -4.2839 1.3527
68 H -0.9749 1.2561 0.8595
69 H 2.6208 0.6086 -3.0254
70 H 0.5222 -1.0850 2.9908
71 H -3.6763 0.8150 -0.0289
72 H 5.5194 -3.4149 -0.9624
73 H 2.2968 1.5498 3.6432
74 H 2.5128 5.6133 1.5760
75 H 0.2189 0.1917 -2.9670
76 H -2.7275 0.0847 -5.2575
77 H -1.4959 -0.2870 0.7227
78 H 4.0098 1.2486 3.2325
79 H 1.3110 4.1393 -1.8506
80 H 1.1590 1.0112 -0.4435
81 H 1.1190 -0.8316 5.0459
82 H -3.7073 0.7909 -2.3779
83 H 0.3683 -4.6875 1.3756
84 H 3.2749 6.8726 0.5886
85 H -4.7102 1.0392 -3.8429
86 H -0.3656 -5.6811 0.3191
87 H -4.7391 2.3070 1.8260
88 H -2.6063 2.8315 2.9197
89 H 2.8652 -0.3683 -1.5347
90 H 4.8375 -2.8914 0.5848
91 H -7.4894 -1.1894 -2.7564

5.
Density functional theory data (ωB97M-V/def2-TZVPD) for a cluster of 7 separate species, C23H55ClN3O10P2 in total at a distorted geometry.

Output
2S+1	1
charge	+1
E_tot	-80778.990	eV
ΔE to the lowest compared entry with this formula, charge and spin	0.0	kcal per mole

Element x y z (Å)
1 Cl 1.1585 1.3118 -5.8869
2 P -0.0445 1.6108 -4.2524
3 P 1.7088 -1.8332 0.9357
4 O -2.1390 4.5299 1.2254
5 O 0.3490 -2.1534 -4.6383
6 O -3.7647 -3.1682 1.2849
7 O 6.7033 3.3010 -8.5677
8 O 4.9291 0.8165 -4.7539
9 O 1.1714 -3.5413 3.9668
10 O -4.0347 -2.7770 6.0455
11 O -1.4276 0.8432 -4.6822
12 O -0.7202 -0.2761 2.7982
13 O 2.3833 -1.2265 -4.9385
14 N 0.7951 0.3054 -0.4953
15 N 2.5106 -0.8772 1.8944
16 N -1.2901 4.0614 -2.5741
17 C 1.3932 -1.4947 -1.8092
18 C 3.9814 0.3546 -3.8179
19 C 1.8493 -3.9813 5.1495
20 C 1.0457 -0.7404 -2.9146
21 C 4.5350 2.5969 -7.7372
22 C 0.4352 1.0616 -1.5231
23 C 5.3115 3.6026 -8.5681
24 C -6.2853 -3.3734 6.7455
25 C 3.5822 -1.0782 -4.1451
26 C -5.4264 -2.6216 -0.3874
27 C 1.2507 -0.9363 -0.6002
28 C -1.4438 2.8864 -1.6909
29 C 1.2514 -1.4382 -4.2631
30 C -0.0519 2.4408 -1.1239
31 C -4.1957 -2.1607 0.3704
32 C -2.0664 -0.6628 3.1327
33 C 1.7977 -2.9205 6.2310
34 C -1.3105 4.9240 3.4770
35 C -2.2083 -0.8624 4.6260
36 C -5.4124 -2.4092 5.9653
37 C 0.5308 0.5513 -2.8047
38 C 4.5234 0.4373 -2.3735
39 C -1.3441 3.9889 2.2850
40 H 1.6137 -2.7385 3.6679
41 H -5.7132 -2.3853 4.9116
42 H 5.1998 4.6055 -8.1587
43 H -6.2342 -2.8517 0.3068
44 H 5.2982 1.6432 -4.4312
45 H 3.1372 1.0533 -3.8476
46 H 0.7632 -2.6781 6.4777
47 H 5.2896 -0.3076 -2.1704
48 H -3.2193 -1.1473 4.8854
49 H -7.3355 -3.0834 6.6918
50 H -1.2040 4.8934 -1.9980
51 H 0.5636 -2.2588 1.6406
52 H -0.1383 2.4652 -0.0321
53 H -3.3739 -1.9347 -0.3216
54 H -1.7827 0.3723 -3.9173
55 H -1.5273 -1.6401 4.9785
56 H 4.9494 3.6109 -9.6012
57 H 3.6600 0.3422 -1.7101
58 H 2.6534 0.0480 1.5088
59 H 4.6625 1.5869 -8.1334
60 H -5.2144 -3.5337 -0.9500
61 H -5.7697 -1.8555 -1.0843
62 H -1.8563 2.0910 -2.3138
63 H 2.2741 -1.9981 5.8898
64 H 4.9010 2.5863 -6.7120
65 H 2.8853 -4.2229 4.8950
66 H -5.4998 -1.4017 6.3708
67 H 1.3561 -4.8927 5.4816
68 H -0.1401 -0.9814 3.1021
69 H -1.7483 5.3723 0.9725
70 H -2.7333 0.1277 2.7874
71 H -2.3204 5.1076 3.8426
72 H -0.7137 4.5044 4.2875
73 H -3.9498 -3.6625 5.6788
74 H -0.8867 5.8913 3.1975
75 H 1.7823 -2.5006 -1.8666
76 H 0.6962 0.6789 0.4509
77 H -2.1270 3.2001 -0.9081
78 H -0.4075 4.0185 -3.0662
79 H -1.7858 3.0322 2.5620
80 H -0.3276 3.8069 1.9128
81 H 0.7332 3.1598 -1.3570
82 H 4.3869 -1.4742 -4.7636
83 H 4.9160 1.4443 -2.2267
84 H -5.9811 -3.3992 7.7920
85 H 3.5779 -1.6852 -3.2419
86 H -3.5639 -3.9548 0.7689
87 H 6.8135 2.4214 -8.9402
88 H -6.1843 -4.3883 6.3541
89 H 2.3039 -3.2594 7.1352
90 H 3.4692 2.8361 -7.7283
91 H -2.3130 -1.5829 2.5954
92 H -4.4136 -1.2635 0.9484
93 H 2.4989 -2.9656 0.6430
94 H -1.9515 0.0562 5.1580